[1]
DFT (the ωB97M-V functional and the def2-TZVPD basis) results for 2 unconnected molecules or ions with the total composition C14H12O at a distorted geometry.

The expectation value of S² is 2.027. The total charge is 0. The spin multiplicity is 3. As for the electronic energy: -615.608504 a.u.

```
27
Properties=species:S:1:pos:R:3:forces:R:3
O 0.612 -1.813 -1.291 2.52 -0.66 -2.19
C 1.830 0.662 0.288 3.67 0.06 0.35
C -1.612 -0.829 -1.032 2.09 -0.02 0.93
C -1.525 0.130 -2.030 -2.05 0.70 -1.82
C 4.095 0.540 0.752 0.27 0.02 0.77
C -2.682 0.883 -2.385 -0.27 -0.15 0.09
C -0.309 -1.476 -0.581 -3.62 0.63 2.04
C -3.883 0.701 -1.694 1.71 -0.82 1.06
C -0.342 -1.867 2.046 0.41 0.20 -0.66
C -0.341 -1.660 0.821 0.91 -0.06 0.25
C 3.436 0.762 2.102 -1.94 0.70 -1.53
C -3.886 -0.252 -0.644 0.53 0.56 0.17
C 3.206 0.498 -0.264 -1.47 -0.30 -0.64
C 1.945 0.840 1.662 1.49 -0.54 0.24
C -2.758 -0.991 -0.250 -1.63 1.48 -2.34
H 1.050 0.842 -0.350 -2.21 0.08 -1.05
H -0.697 0.217 -2.730 0.35 -0.17 0.66
H 3.523 0.020 2.874 0.51 -0.55 0.20
H 1.210 1.050 2.405 -0.72 0.13 -0.03
H -4.665 1.403 -1.885 -0.76 -0.12 -0.03
H -2.755 1.638 -3.199 0.76 -0.68 0.57
H 3.506 0.370 -1.354 -0.78 0.18 1.68
H -2.951 -1.700 0.519 0.67 -0.47 0.55
H -4.717 -0.368 0.020 -0.80 0.05 -0.09
H 5.157 0.491 0.580 0.18 -0.05 0.23
H 3.669 1.741 2.549 0.27 -0.22 -0.12
H -0.116 -1.831 3.070 -0.08 0.03 0.69
```
Forces are in eV/Å.

[2]
DFT (the ωB97M-V functional and the def2-TZVPD basis) results for 2 unconnected molecules or ions with the total composition C4H9O2 at a distorted geometry.

The total charge is -1. As for the electronic energy: -308.289263 a.u. Its energy above the lowest of the compared OMol25 structures with the same formula, charge and spin is 1.514 eV.

```
15
Properties=species:S:1:pos:R:3:forces:R:3
O 0.008 0.949 2.414 0.59 0.19 0.20
O 0.378 1.485 0.270 0.77 0.59 -1.56
C 0.811 -1.307 -2.612 3.82 0.55 1.81
C 0.997 -2.435 -1.614 -1.05 -1.35 -0.20
C -1.893 0.854 1.010 4.42 -6.92 1.52
C -0.312 1.161 1.221 -1.96 -0.84 1.56
H 1.430 -0.506 -2.215 -0.49 0.71 0.45
H 2.001 -2.540 -1.248 0.52 0.55 0.42
H -2.099 0.375 2.019 -0.46 0.94 -1.22
H -1.883 -0.093 0.282 -0.55 2.41 0.91
H 0.275 -2.377 -0.722 1.10 0.01 -1.46
H 1.210 -1.263 -3.592 0.52 -1.50 -1.28
H 0.893 -3.391 -2.140 -0.63 -0.19 0.31
H -0.125 -0.972 -2.687 -3.81 1.26 0.00
H -2.412 1.660 0.796 -2.80 3.59 -1.46
```
Forces are in eV/Å.

[3]
DFT (the ωB97M-V functional and the def2-TZVPD basis) results for C4H9NO2 in the gas phase at a distorted geometry.

The total charge is 0. The SMILES is C[C@@H](CO)NC=O. As for the electronic energy: -363.032058 a.u. Its energy above the lowest of the compared OMol25 structures with the same formula, charge and spin is 1.455 eV.

```
16
Properties=species:S:1:pos:R:3:forces:R:3
O 0.633 0.514 2.118 -0.19 -0.16 0.08
O -1.426 -2.841 0.425 0.65 -0.83 0.32
N -0.614 -0.887 -0.072 -0.26 -0.44 0.11
C -0.414 -2.159 0.319 -0.21 -0.41 0.08
C 0.121 0.931 -1.606 -0.09 -0.01 -0.01
C 0.375 1.167 0.899 -0.10 0.18 -0.31
C 0.359 0.197 -0.289 -0.09 -0.11 0.02
H 0.601 -2.526 0.519 0.01 0.10 -0.04
H 1.354 -0.274 -0.321 -0.33 -0.09 0.04
H -0.582 1.712 0.923 0.09 -0.05 0.05
H -0.107 -0.086 2.276 0.14 0.04 0.08
H 0.865 1.724 -1.756 -0.13 -0.20 0.11
H -0.869 1.399 -1.603 0.09 -0.06 -0.05
H 0.181 0.241 -2.451 -0.05 0.10 0.12
H -1.650 -1.018 -0.143 0.61 2.12 -0.57
H 1.175 1.906 0.764 -0.15 -0.18 -0.04
```
Forces are in eV/Å.

[4]
DFT (the ωB97M-V functional and the def2-TZVPD basis) results for a gas-phase ion, C3H4Cl2N (charge +1) at a distorted geometry.

The total charge is +1. The SMILES is C#[N+][C@H](Cl)CCl. As for the electronic energy: -1091.488710 a.u. Its energy above the lowest of the compared OMol25 structures with the same formula, charge and spin is 0.171 eV.

```
10
Properties=species:S:1:pos:R:3:forces:R:3
Cl 2.287 -0.702 0.028 -1.95 -0.38 0.54
Cl -2.124 -0.449 0.231 0.35 -0.33 -0.25
N 0.342 0.885 0.338 0.73 1.88 0.69
C 0.538 1.986 0.183 -1.29 2.01 0.82
C -0.541 -1.099 -0.320 -0.55 -0.39 -3.39
C 0.467 -0.455 0.530 2.42 -2.29 -0.97
H -0.552 -2.196 -0.254 0.11 0.52 0.03
H 0.380 3.068 0.337 0.59 -0.64 -0.66
H 0.290 -0.838 1.500 0.43 0.52 1.53
H -0.314 -0.752 -1.405 -0.84 -0.89 1.65
```
Forces are in eV/Å.

[5]
DFT (the ωB97M-V functional and the def2-TZVPD basis) results for 3 unconnected molecules or ions with the total composition C14H25ClNO11P3 at a distorted geometry.

The total charge is 0. The SMILES is N=[PH2]C1=CC(=O)C=C(CC(=O)Cl)C1=O.COP(=O)(OC)OC.COP(=O)(OC)OC. As for the electronic energy: -2914.785113 a.u.

```
55
Properties=species:S:1:pos:R:3:forces:R:3
Cl -6.719 -7.347 3.304 -0.38 1.40 -0.85
P -1.810 -4.919 2.447 1.19 1.99 1.62
P 0.873 0.702 0.498 -9.33 0.88 2.86
P 5.559 4.514 -2.460 -0.37 -5.20 -8.04
O 6.712 3.448 -1.779 -1.69 1.86 2.72
O -0.406 1.477 0.172 1.15 0.17 -1.02
O 4.372 5.649 -2.971 0.92 0.47 3.48
O -7.307 -6.434 0.857 0.66 0.64 4.71
O -4.520 -1.555 -0.717 -0.66 -3.09 2.28
O 6.161 4.461 -3.866 0.47 0.99 1.31
O 0.617 -0.276 1.785 1.06 -0.26 -1.16
O 1.370 1.991 1.521 3.09 -1.59 -1.33
O 4.419 3.350 -2.294 0.74 0.52 1.09
O 0.455 -0.588 -0.547 3.63 -0.51 0.60
O -4.714 -4.046 3.903 0.37 0.12 -4.03
N -0.941 -4.089 3.508 -0.05 -0.73 -1.24
C -0.782 -0.588 -1.234 -0.25 0.47 -0.43
C -3.321 -3.964 1.793 -1.00 0.94 -2.27
C 4.868 6.919 -3.383 -0.07 0.42 -0.20
C 3.362 3.247 -3.236 -0.75 0.28 -0.12
C -6.025 -3.831 1.800 0.19 0.84 -1.48
C -4.670 -3.944 2.660 -0.49 -0.18 1.19
C -5.995 -3.161 0.561 0.52 -1.15 2.11
C 7.706 2.848 -2.588 0.55 0.31 -0.42
C 0.085 0.252 2.991 0.18 0.29 0.78
C -3.287 -3.282 0.538 -1.02 -1.76 3.08
C -4.617 -2.535 0.047 0.64 0.98 -1.15
C -7.364 -4.529 2.371 1.24 -0.09 0.96
C -7.166 -6.107 2.051 -1.04 0.34 -4.46
C 1.632 3.231 0.872 0.09 0.41 0.03
H 5.672 7.251 -2.725 -0.04 0.15 -0.19
H 0.021 -3.993 3.134 -0.82 0.16 0.37
H -2.291 -6.114 3.086 -0.32 0.41 -0.98
H 0.699 3.763 0.694 -0.05 -0.15 -0.11
H 8.268 2.151 -1.962 -0.22 0.23 0.32
H 5.224 6.864 -4.411 0.13 -0.12 0.06
H 2.157 3.069 -0.071 -0.03 0.24 0.04
H 8.397 3.602 -2.967 -0.08 -0.18 -0.24
H 3.681 3.524 -4.242 0.13 0.09 0.14
H 2.261 3.837 1.528 0.03 -0.18 -0.02
H -2.330 -3.338 -0.070 -1.54 0.50 0.59
H 2.528 3.877 -2.920 0.01 -0.01 -0.18
H 4.049 7.639 -3.334 0.02 -0.14 0.13
H -8.304 -4.111 1.857 1.60 -0.99 0.55
H -0.440 -0.550 3.515 0.14 -0.16 -0.30
H -6.959 -3.121 -0.048 1.71 0.33 0.71
H 3.016 2.211 -3.257 0.25 0.01 0.22
H 0.898 0.602 3.630 -0.14 0.09 0.00
H -7.464 -4.363 3.506 0.36 -0.19 -1.77
H 7.253 2.284 -3.405 -0.05 0.30 -0.04
H -1.616 -0.513 -0.534 0.13 0.28 -0.02
H -0.869 -1.538 -1.768 0.45 -0.03 0.06
H -0.811 0.218 -1.968 -0.29 -0.01 0.15
H -0.621 1.064 2.805 0.14 -0.01 -0.18
H -0.968 -5.207 1.320 -1.10 -0.38 0.05
```
Forces are in eV/Å.

[6]
DFT (the ωB97M-V functional and the def2-TZVPD basis) results for C6H12O in the gas phase.

The total charge is 0. The SMILES is CC[C@H]1CCCO1. As for the electronic energy: -311.039555 a.u. Its energy above the lowest of the compared OMol25 structures with the same formula, charge and spin is 0.537 eV.

```
19
Properties=species:S:1:pos:R:3:forces:R:3
O -1.053 -0.664 0.050 -0.07 -0.05 -0.02
C -0.365 0.770 -2.411 -0.02 0.00 -0.07
C -1.133 -0.157 1.367 -0.10 -0.02 0.24
C 1.142 -0.640 0.934 0.07 -0.04 0.02
C 0.299 -0.427 -0.350 0.16 0.00 -0.17
C 0.084 -0.762 2.051 0.00 0.00 0.06
C 0.328 0.934 -1.057 0.05 -0.02 0.02
H -1.339 0.297 -2.248 0.09 0.10 -0.10
H 1.727 -1.560 0.849 -0.05 0.15 0.00
H -0.524 1.713 -2.941 0.07 -0.07 0.13
H 0.549 -1.194 -1.089 -0.07 0.01 0.03
H 0.366 -0.255 2.979 -0.04 -0.04 -0.15
H 0.219 0.109 -3.062 -0.07 0.11 0.06
H -2.100 -0.446 1.782 0.12 0.04 0.01
H -1.048 0.942 1.361 -0.17 -0.12 0.07
H -0.228 1.658 -0.446 0.19 -0.09 -0.07
H -0.122 -1.813 2.276 0.07 0.15 0.01
H 1.853 0.169 1.127 -0.18 0.05 -0.11
H 1.346 1.325 -1.172 -0.07 -0.16 0.02
```
Forces are in eV/Å.